Record 1
A molecular structure, CH3MgO2Tb, computed with ωB97M-V/def2-TZVPD.

Geometry as ORCA input:
```
! RIJCOSX wB97M-V def2-TZVPD def2/J DEFGRID3
* xyz 1 8
O -2.18467 -1.95084 -0.34426
Tb -0.93542 -1.61139 1.24751
O 0.00151 0.18746 0.49101
C 1.14473 0.91619 0.21593
Mg -2.39761 -1.04780 -1.96185
H 1.79339 0.42005 -0.53107
H 0.77578 1.88371 -0.17619
H 1.80229 1.20261 1.05891
*
```

Values from the calculation:
<S²>: 16.78
Energy above the lowest of the compared OMol25 structures with the same formula, charge and spin, kcal/mol: 1.2
HOMO (spin up / spin down), eV: -13.6 / -10.2
HOMO-LUMO gap (spin up / spin down), eV: 9.10 / 4.78



Record 2
2 unconnected molecules or ions with the total composition C4H8NO, computed with ωB97M-V/def2-TZVPD.

Geometry as ORCA input:
```
! RIJCOSX wB97M-V def2-TZVPD def2/J DEFGRID3
* xyz 1 1
C -0.82549 1.86576 1.16546
C -1.03849 0.99797 2.00221
C 1.18727 -1.48990 -1.11419
C -0.54172 0.28150 -1.07498
N 0.65730 -0.11561 -1.13623
O -1.11246 -0.09750 2.72045
H -0.92055 2.63855 0.42912
H 0.52907 -2.25420 -1.61213
H 2.21456 -1.38844 -1.62661
H 1.26849 -1.86417 -0.03168
H -0.69679 1.33919 -0.90756
H -1.50466 -0.37140 -1.35197
H -0.48875 -0.19220 3.46187
H 1.27222 0.65045 -0.92375
*
```

Values from the calculation:
Energy above the lowest of the compared OMol25 structures with the same formula, charge and spin, kcal/mol: 84.7
HOMO, eV: -13.6
HOMO-LUMO gap, eV: 8.80



Record 3
A molecular structure, C29H40OsP, computed with ωB97M-V/def2-TZVPD.

Geometry as ORCA input:
```
! RIJCOSX wB97M-V def2-TZVPD def2/J DEFGRID3
* xyz 1 5
C 0.94738 -2.27166 0.57384
C 1.32445 -1.35539 -0.46550
C 0.43921 -1.55521 -1.57122
C -0.55078 -2.51657 -1.18571
C -0.24751 -2.95893 0.15399
Os -0.67804 -0.93309 0.20285
C -3.55032 0.88306 -1.34481
C -3.33639 0.42069 -0.08527
H -3.65234 1.01126 0.78352
C -2.77875 -0.90855 0.22263
H -3.28381 -1.71172 -0.32455
H -2.81432 -1.10981 1.30163
C -3.89031 2.33541 -1.53809
H -3.24494 2.96843 -0.91640
H -3.73356 2.64049 -2.57464
H -4.92736 2.57051 -1.27177
C -3.42877 0.00272 -2.56089
H -2.46971 -0.52881 -2.60599
H -4.22000 -0.75811 -2.64285
H -3.48379 0.58465 -3.48547
C 2.56122 -0.51125 -0.44120
H 2.64548 0.00366 0.52052
H 3.46136 -1.12852 -0.57239
H 2.53644 0.26946 -1.20319
C 0.64709 -1.02479 -2.95355
H 1.12490 -0.04609 -2.91238
H 1.29132 -1.69756 -3.53781
H -0.30360 -0.92641 -3.48095
C -1.59750 -3.11294 -2.07157
H -1.62486 -2.59173 -3.02922
H -1.39998 -4.17489 -2.25955
H -2.58149 -3.03608 -1.60643
C -0.97818 -4.00622 0.92957
H -1.97969 -4.14763 0.51860
H -0.45627 -4.96956 0.90755
H -1.07164 -3.70318 1.97581
C 1.79376 -2.59378 1.76619
H 1.22427 -3.13963 2.52086
H 2.65683 -3.21119 1.47975
H 2.18078 -1.67345 2.21139
C 2.65901 2.47177 -1.70301
C 1.19389 2.30213 -2.04016
C 3.58140 3.16066 -2.39735
C 0.97508 2.68989 -3.37909
H 0.24291 1.97418 -1.62258
C 3.27279 3.45755 -3.77282
H 4.52614 3.44007 -1.93194
C 1.97790 3.21859 -4.21755
H -0.04362 2.59369 -3.78191
H 4.03723 3.86457 -4.44667
H 1.72099 3.46478 -5.24643
C -1.15269 -1.19731 3.48584
P -0.68979 0.12450 2.30295
C -1.74616 1.52729 2.75268
C 0.99072 0.70072 2.82457
C 1.56846 1.81376 2.17964
C 2.75180 2.37079 2.66909
C 3.42230 1.77252 3.74127
C 2.89313 0.62739 4.33854
C 1.67268 0.10615 3.89995
H -2.09501 -1.66041 3.16570
H -1.29088 -0.77856 4.49177
H -0.38766 -1.98207 3.52568
H -1.77210 1.63979 3.84605
H -1.34515 2.44490 2.30563
H -2.76924 1.37275 2.39730
H 1.07874 2.25074 1.30354
H 3.14906 3.27849 2.21241
H 4.35663 2.19759 4.11076
H 3.41804 0.13468 5.15823
H 1.25284 -0.76921 4.40061
*
```

Values from the calculation:
<S²>: 6.03
Energy above the lowest of the compared OMol25 structures with the same formula, charge and spin, kcal/mol: 51.8
HOMO (spin up / spin down), eV: -9.5 / -11.1
HOMO-LUMO gap (spin up / spin down), eV: 7.69 / 6.30



Record 4
A molecular structure, BF4Sn, computed with ωB97M-V/def2-TZVPD.

Geometry as ORCA input:
```
! RIJCOSX wB97M-V def2-TZVPD def2/J DEFGRID3
* xyz 1 1
Sn 0.34780 3.67137 2.56390
B -0.08908 -0.79230 -0.51897
F 1.11283 -1.24704 -0.10445
F -0.59609 0.12594 0.51345
F 0.18123 0.02349 -1.62703
F -0.95666 -1.78146 -0.82688
*
```

Values from the calculation:
Energy above the lowest of the compared OMol25 structures with the same formula, charge and spin, kcal/mol: 137.4
HOMO, eV: -13.6
HOMO-LUMO gap, eV: 2.81



Q: The highest energy above the lowest of the compared OMol25 structures with the same formula, charge and spin belongs to which entry?
A: BF4Sn